Molecular formula: C9H23F4NO3PSSi2
Method: DFT, ωB97M-V with the def2-TZVPD basis set

The geometry in XYZ format:
```
44
Properties=species:S:1:pos:R:3:forces:R:3
C -1.870710 -0.892211 -3.583815 0.001 -0.058 0.056
C -1.552811 0.473625 -2.950794 -0.197 0.042 -0.118
S -1.321023 0.368085 -1.144301 0.027 -0.192 -0.104
C 0.082078 1.501254 -0.940168 0.060 0.442 -0.031
Si 1.646780 0.504670 -0.934076 -0.177 -0.090 0.248
N 1.526597 -0.559222 0.405422 0.491 -0.241 -0.459
O 2.978354 1.454507 -0.609126 -0.117 -0.081 -0.039
Si 3.308660 1.924114 0.920784 0.429 0.219 -0.054
F 4.365689 3.141594 0.750543 -0.185 -0.179 0.144
P 1.855821 -0.389389 -2.991485 -0.218 0.204 -0.484
C 3.613998 -0.162950 -3.490311 0.226 -0.032 0.074
C 1.747812 -2.205644 -2.717819 0.026 -0.196 0.159
H -1.868304 -1.681251 -2.825775 0.015 0.067 -0.093
H -2.856231 -0.904162 -4.058961 0.115 0.036 0.019
H -1.123071 -1.157111 -4.338508 -0.070 0.033 0.097
H -2.375757 1.171255 -3.134044 0.117 -0.017 -0.025
H -0.645055 0.896400 -3.384761 -0.134 -0.096 0.037
H 0.062448 2.260948 -1.730480 -0.067 -0.074 0.161
H -0.053844 1.984870 0.031111 -0.013 -0.097 0.037
H 2.327020 -1.141973 0.612855 -0.049 -0.072 0.004
H 0.680848 -1.112581 0.435879 -0.166 0.145 0.468
H 4.039892 0.868019 1.649146 -0.028 0.061 -0.001
H 2.135151 2.435249 1.632211 -0.007 0.044 0.016
H 4.315186 -0.787892 -2.926202 -0.079 0.123 0.001
H 3.882115 0.886922 -3.347109 0.037 -0.104 -0.041
H 3.712296 -0.405971 -4.552893 0.023 0.050 0.118
H 1.490093 -2.696646 -3.660081 0.025 -0.005 0.108
H 2.680011 -2.638133 -2.338044 -0.104 0.070 0.016
H 0.952728 -2.403053 -1.992809 0.052 -0.034 -0.123
C -3.937981 0.296004 4.009455 0.050 -0.044 -0.012
C -2.696787 1.184005 4.040534 0.059 0.374 0.051
O -1.474524 0.515422 4.241150 -0.273 -0.419 0.053
C -0.809450 0.004435 3.028309 0.203 0.054 -0.109
O -0.837329 0.773374 1.992161 -0.044 0.090 -0.186
C -1.381997 -1.415499 2.695465 0.036 -0.154 -0.020
F -1.691116 -2.186706 3.764080 -0.029 0.026 0.148
F -0.435637 -2.142540 2.015589 -0.065 0.093 -0.006
F -2.467643 -1.415391 1.903965 -0.014 0.012 -0.041
H -3.879109 -0.462118 4.793295 -0.024 0.017 0.019
H -4.827602 0.908734 4.181923 -0.006 0.003 0.014
H -4.061341 -0.207719 3.053636 0.039 -0.024 -0.003
H -2.790267 1.865276 4.894025 0.019 0.019 -0.020
H -2.635525 1.796965 3.134847 -0.003 -0.084 -0.031
H 0.189537 -0.247565 3.465175 0.018 0.068 -0.050
```
Forces are in eV/Å.

Summary:
F_max in eV/A: 0.7
E_HOMO in eV: -4.19
Charge: -1